This record from the Open Molecules 2025 dataset describes 2 unconnected molecules or ions with the total composition C51H59N5O5S in a non-equilibrium geometry. The level of theory is the ωB97M-V functional and the def2-TZVPD basis.

Structure (XYZ):
```
121
Properties=species:S:1:pos:R:3:forces:R:3:lowdin_charge:R:1
C -9.942235 -1.941569 -5.710000 -0.0789 0.0069 -0.0637 -0.045
C -8.441628 -1.860584 -5.791453 0.3732 -0.0408 0.2014 -0.257
C -7.661195 -3.025012 -5.817622 0.2770 0.0650 -0.0210 -0.024
C -6.265282 -2.955191 -5.795036 0.0197 -0.1250 0.2245 -0.044
C -5.639535 -1.709029 -5.705687 -0.0789 0.0839 -0.1042 -0.289
S -3.851672 -1.605869 -5.626199 0.7295 0.5106 1.0570 0.766
N -3.515202 -1.108443 -3.820663 -0.5941 -0.3653 -1.8118 0.059
C -2.741558 -1.494951 -2.972599 0.9473 -1.2842 0.9194 -0.368
O -2.032571 -1.849001 -2.082211 -1.5149 0.7041 -1.9345 0.124
O -3.285297 -2.912006 -5.815430 -0.3753 0.7795 0.3011 -0.283
O -3.397730 -0.464994 -6.373058 -0.4343 -0.8533 0.7611 -0.279
C -6.396776 -0.540634 -5.796336 0.0552 0.0981 0.1738 -0.045
C -7.788653 -0.620958 -5.813548 0.0844 -0.1178 -0.0294 -0.023
H -10.380336 -0.942406 -5.669557 0.0063 -0.1148 -0.0339 0.077
H -10.358803 -2.467918 -6.574628 0.0648 0.0758 0.0747 0.087
H -10.266287 -2.486928 -4.816089 0.1426 0.0804 -0.1231 0.089
H -8.150047 -4.005636 -5.834008 0.2270 0.3932 -0.0531 0.124
H -5.658567 -3.857777 -5.855748 -0.1666 0.1993 0.1928 0.117
H -5.896952 0.421837 -5.862061 -0.0805 -0.1226 0.1767 0.121
H -8.388398 0.293569 -5.830154 0.2888 -0.2864 -0.0390 0.120
C 3.288706 -0.978188 -1.695849 0.0622 0.5059 0.0153 -0.047
C 2.303899 -2.046911 -2.150386 -0.3158 -0.1506 0.0793 -0.517
C 1.105700 -1.414906 -2.863849 -0.3155 0.2289 0.0822 -0.041
C 3.075150 -2.873995 -3.189253 0.1268 -0.3300 -0.0005 -0.062
C 1.789005 -2.971346 -1.005180 -0.1907 0.4946 -0.3597 -0.077
C 1.260275 -4.193447 -1.426340 0.1275 -0.5177 0.0972 -0.037
C 1.008741 -5.210541 -0.520130 -0.0780 0.2984 0.0849 -0.052
C 1.196742 -4.983578 0.839792 0.0307 -0.2389 -0.2554 -0.033
C 1.523999 -3.720148 1.321920 -0.2759 0.2566 0.4791 -0.070
C 1.522906 -3.507989 2.864544 -0.1615 -0.1415 -0.2074 -0.523
C 2.865185 -2.954179 3.335875 0.2231 0.1658 -0.0923 -0.044
C 1.286343 -4.803514 3.655333 -0.0125 -0.1798 -0.0280 -0.081
C 0.365923 -2.577363 3.234757 -0.2725 0.2371 -0.1897 -0.045
C 1.759114 -2.680203 0.378529 -0.1047 0.0094 -0.0486 -0.053
N 1.872135 -1.294289 0.819145 1.2681 -0.0104 0.0788 -0.011
C 0.915536 -0.309463 0.758730 -1.3211 -0.3523 -0.1035 -0.221
C -0.347953 -0.519549 0.253381 0.6012 -0.2319 0.6378 -0.040
C -1.489406 0.340331 0.496045 -0.7058 0.5643 -0.2761 -0.184
C -1.893505 0.710687 1.806031 -0.0881 -0.2485 -0.4839 -0.012
C -2.854432 1.689186 1.989604 0.0987 0.6029 -0.5246 0.015
C -3.367915 2.341934 0.847463 0.7501 -0.6027 0.1528 -0.177
N -3.656374 3.737614 0.940436 -1.1822 2.1260 0.0228 -0.326
O -3.803182 4.369124 -0.134725 0.1812 -0.8861 1.8665 0.027
O -3.682442 4.291787 2.060606 -0.0529 -0.9655 -1.7360 0.028
C -3.200103 1.814246 -0.443796 0.2406 0.0413 0.5394 0.008
C -2.256495 0.827017 -0.606000 0.1476 -0.6319 0.3395 -0.035
N 1.548135 0.849604 1.237645 1.1414 0.0597 0.2454 0.139
C 0.962744 2.131905 1.591165 -0.3056 0.4538 0.1746 -0.087
C 0.721013 2.496507 2.948323 -0.3619 0.1004 0.1605 -0.087
C 1.151486 1.849339 4.305208 -0.2081 0.1408 -0.0876 -0.517
C 2.043084 2.851670 5.065365 0.0858 0.1357 -0.0279 -0.034
C 1.893414 0.535158 4.227433 0.2122 -0.5897 -0.0248 -0.047
C -0.114835 1.592688 5.141860 -0.2496 -0.0451 0.1505 -0.044
C -0.027382 3.663505 3.185749 0.0292 0.0239 -0.2329 -0.046
C -0.608802 4.385751 2.161938 -0.1510 -0.0188 0.0590 -0.051
C -0.315198 4.048830 0.846397 0.4214 0.2287 0.1384 -0.022
C 0.627583 3.052547 0.553652 -0.4390 0.0867 -0.4613 -0.054
C 1.218199 3.070078 -0.897308 -0.4889 -0.1486 -0.1088 -0.508
C 0.934746 4.387805 -1.639022 -0.0370 0.1778 0.0767 -0.066
C 0.572369 1.970099 -1.721105 -0.0206 -0.4953 -0.2182 -0.044
C 2.735993 2.909135 -0.908141 0.1968 -0.1130 0.1808 -0.033
C 2.901860 0.516662 1.412261 -0.7414 -2.2201 -0.2132 -0.256
C 4.014645 1.401033 1.744102 1.3837 0.6448 0.2778 -0.153
C 3.927886 2.773934 2.093549 -0.1130 -0.6411 -0.2784 -0.053
C 5.087018 3.527304 2.277388 0.2083 -0.3153 0.0101 -0.073
C 6.348398 2.933814 2.144638 -0.1912 -0.0449 0.0219 -0.081
C 6.454533 1.570215 1.839504 -0.3447 0.0550 0.0792 -0.073
C 5.303008 0.808494 1.643244 -0.3603 0.4685 0.1001 -0.012
N 3.100670 -0.772592 1.187537 -0.3793 1.8575 -0.0306 0.138
H 4.085747 -1.392070 -1.068135 -0.1643 0.0768 -0.1004 0.093
H 3.750633 -0.530853 -2.586777 -0.0833 -0.0788 0.1826 0.092
H 2.806978 -0.160903 -1.154445 0.0866 -0.1365 -0.0859 0.056
H 0.495476 -2.174698 -3.369124 0.1900 0.0916 0.0384 0.084
H 0.444523 -0.914571 -2.147050 0.2296 0.0270 -0.2753 0.047
H 1.450130 -0.685011 -3.609617 -0.0917 -0.1477 0.1148 0.095
H 2.437989 -3.583348 -3.725510 0.1653 0.0723 0.0933 0.073
H 3.514929 -2.199782 -3.934461 -0.1156 -0.1160 0.1397 0.087
H 3.888543 -3.422280 -2.700733 -0.0622 -0.0061 -0.1614 0.097
H 1.055596 -4.366281 -2.485946 0.2996 0.0375 0.3912 0.113
H 0.664810 -6.182204 -0.860722 -0.0077 0.1222 0.0000 0.107
H 1.031406 -5.815649 1.524532 0.0710 0.3678 -0.1973 0.100
H 3.131737 -2.034760 2.823956 0.0064 -0.0385 0.1626 0.045
H 2.825600 -2.745120 4.410101 0.0752 -0.1444 -0.0574 0.087
H 3.666330 -3.672645 3.121151 -0.1213 0.0506 0.1792 0.095
H 0.309693 -5.250509 3.431846 0.1924 0.0531 0.0471 0.084
H 2.071668 -5.542189 3.463841 -0.1023 0.0271 0.0304 0.087
H 1.303572 -4.576081 4.731447 0.0116 0.0209 -0.3010 0.091
H -0.600826 -3.077561 3.067621 0.2658 0.0803 0.1332 0.100
H 0.445476 -2.272665 4.288327 -0.1034 -0.0910 -0.2314 0.090
H 0.362056 -1.692519 2.595722 -0.0985 -0.0836 0.3118 0.044
H -0.488471 -1.436785 -0.320138 0.0230 0.2885 0.2665 0.101
H -1.425222 0.227525 2.667965 -0.1528 0.1398 -0.3674 0.104
H -3.161081 2.036619 2.975131 0.3269 0.0444 -0.2347 0.123
H -3.744537 2.235490 -1.281736 0.2993 0.1146 0.1053 0.123
H -2.026000 0.459943 -1.608840 -0.0622 0.2011 0.4934 0.094
H 1.512192 3.782226 5.294763 0.1373 -0.1734 -0.0373 0.080
H 2.374163 2.416353 6.017393 -0.0691 0.0062 -0.1959 0.094
H 2.931019 3.102869 4.473663 -0.1181 -0.0561 0.2029 0.072
H 1.329381 -0.209877 3.657867 0.2242 0.1413 0.0604 0.061
H 2.895529 0.644337 3.805540 -0.1759 -0.0791 0.1007 0.079
H 2.014439 0.129173 5.243697 -0.0050 0.1447 -0.2371 0.099
H -0.814829 0.953709 4.589120 0.0999 0.0851 0.1846 0.076
H 0.145040 1.088412 6.083430 -0.0035 0.0861 -0.2383 0.091
H -0.635999 2.520546 5.402913 0.0614 -0.2829 -0.0418 0.078
H -0.209475 3.977782 4.216661 0.0857 -0.0820 -0.5443 0.105
H -1.268842 5.225448 2.394784 0.1711 -0.3487 -0.1717 0.114
H -0.781705 4.621690 0.041649 0.3873 -0.1161 0.3222 0.110
H 1.307878 5.257213 -1.086238 -0.1093 -0.0659 -0.0558 0.094
H 1.460034 4.358181 -2.603148 -0.1223 -0.0409 0.2087 0.090
H -0.130303 4.525474 -1.857744 0.1982 0.0245 0.0586 0.082
H 0.675937 1.009541 -1.212951 -0.0602 0.1451 -0.3034 0.047
H -0.500191 2.158916 -1.851515 0.2873 0.0208 -0.0242 0.084
H 1.041075 1.884702 -2.712258 -0.0867 0.1046 0.1750 0.098
H 3.042543 1.946941 -0.496542 0.0580 0.2043 -0.1317 0.056
H 3.113440 2.954939 -1.941706 -0.1716 0.0467 0.2934 0.098
H 3.206969 3.707678 -0.321125 0.0244 -0.1848 -0.1762 0.091
H 2.949242 3.252594 2.192360 0.5852 -0.1702 -0.0794 0.104
H 5.000895 4.587172 2.531397 0.0456 -0.3697 -0.0937 0.111
H 7.247372 3.536580 2.288677 -0.2635 -0.2027 -0.0514 0.103
H 7.431884 1.089417 1.755397 -0.2994 0.2233 0.0188 0.105
H 5.356180 -0.255407 1.399590 0.0816 0.4355 0.0500 0.112
```
Forces are in eV/Å.

Results
Energy relative to the best compared isomer or geometry (same formula, charge and spin) in eV: 0.384
Frontier orbital gap in hartree: 0.2336
F_max in eV Å⁻¹: 2.556
LUMO level in eV: -0.50
Charge: 0


This record from the Open Molecules 2025 dataset describes 3 unconnected molecules or ions with the total composition C51H60N3O7 in a non-equilibrium geometry. The level of theory is the ωB97M-V functional and the def2-TZVPD basis.

Structure (XYZ):
```
121
Properties=species:S:1:pos:R:3:forces:R:3:lowdin_charge:R:1
C 9.277018 -0.600098 2.582051 0.1051 0.0184 -0.6915 -0.109
C 8.944655 -1.400432 1.321744 0.1420 0.2830 0.5837 -0.271
C 7.594897 -2.067565 1.446715 -0.2492 -0.1672 -0.4014 -0.232
C 7.242354 -3.005264 0.281182 -0.1178 0.1360 0.0731 -0.205
C 6.042225 -2.519415 -0.526281 -0.0842 -0.1777 0.3254 -0.204
C 4.722452 -2.870392 0.170164 0.1361 0.5836 -0.2201 -0.205
C 3.717290 -1.722244 0.178153 -0.1644 -0.6324 0.4859 -0.183
C 2.428577 -2.122958 0.938626 0.1860 0.5411 -0.7230 -0.149
C 1.185359 -2.016052 0.064897 -0.3190 -0.2969 0.0202 -0.250
C 1.346302 -2.958767 -1.135588 -0.0973 0.1751 -0.0351 -0.113
C 0.076093 -3.287579 -1.927636 0.5512 0.6093 0.2173 -0.079
C -1.219726 -3.271641 -1.164835 -0.1340 0.2261 -0.9257 -0.239
O -1.625416 -4.486060 -0.554539 0.3246 -0.2801 0.4814 0.084
C -0.648972 -5.263519 -0.176606 3.2424 -2.8498 1.1715 -0.302
N 0.241367 -5.989305 0.150615 -3.5030 2.8868 -1.2141 0.212
N -1.233388 -2.171386 -0.162610 -0.5181 -0.3439 0.2945 0.037
C -2.607637 -1.943865 0.418739 -0.6173 -0.1665 -0.4240 -0.080
C -3.144600 -0.570124 0.068656 0.3087 0.0506 0.2077 -0.139
C -2.304679 0.592283 0.561339 -0.0721 -0.2704 -0.2696 -0.101
C -2.778713 1.910112 0.010391 -1.2773 0.4964 -1.1767 -0.451
O -3.566018 2.007939 -0.914803 1.2220 -0.1301 1.6005 0.148
O -2.275171 2.993509 0.664596 -0.4856 -0.0832 -0.5203 -0.027
C -0.895155 3.248794 0.406402 0.9781 0.0059 0.4089 -0.221
C -0.045008 3.128659 1.660186 0.1601 -0.0965 -0.0541 -0.053
C -0.108076 -2.304563 0.842020 1.3597 0.6689 0.8705 -0.247
N -0.333224 -1.400961 1.925056 -0.0344 -0.4562 -0.3995 0.007
C -0.529705 -1.993912 3.248351 -0.0117 0.5711 0.5372 -0.219
C 0.725156 -2.233461 4.067200 -0.0388 -0.5871 -0.1169 -0.239
C 0.400206 -2.746096 5.480755 0.3444 0.3471 -0.5830 -0.077
H 9.612820 -1.244881 3.379864 -0.0283 -0.1557 0.3586 0.070
H 10.062866 0.113288 2.363123 0.2253 0.1453 0.1249 0.068
H 8.402565 -0.040143 2.890332 -0.1711 0.1469 0.2667 0.067
H 9.719372 -2.138512 1.147091 0.1679 -0.2403 -0.0879 0.108
H 8.967729 -0.720071 0.478221 -0.1380 0.0594 -0.3845 0.108
H 7.533003 -2.598565 2.389105 0.1256 -0.1763 0.2973 0.111
H 6.833333 -1.291267 1.505452 -0.1579 0.2226 0.0931 0.102
H 7.011802 -3.982545 0.689993 0.0261 -0.3870 -0.1026 0.106
H 8.092520 -3.124491 -0.378355 0.3154 -0.0287 -0.0964 0.106
H 6.076501 -2.918975 -1.531870 -0.0960 -0.0941 -0.2852 0.108
H 6.104218 -1.438600 -0.603919 0.0866 0.3089 -0.1961 0.106
H 4.263506 -3.758381 -0.251257 -0.0069 -0.2974 -0.1167 0.110
H 4.949453 -3.085150 1.209113 -0.0550 -0.2089 0.3111 0.113
H 3.487790 -1.372043 -0.821224 0.0592 0.0910 -0.2892 0.107
H 4.184850 -0.906544 0.712895 0.1019 0.3991 -0.0142 0.110
H 2.353275 -1.449672 1.777292 -0.1982 -0.0783 0.5446 0.099
H 2.514520 -3.151278 1.271391 0.0026 -0.1974 0.3547 0.122
H 1.097908 -0.976252 -0.268123 -0.0110 0.2071 -0.2177 0.156
H 1.862291 -3.849940 -0.804958 -0.0933 -0.3534 0.1555 0.113
H 2.012212 -2.475163 -1.834597 0.3060 0.0059 -0.2107 0.120
H -0.037354 -2.526761 -2.694058 -0.1635 0.1679 -0.2534 0.129
H 0.195559 -4.209845 -2.474626 -0.1293 -0.4094 -0.0774 0.135
H -2.006399 -3.020326 -1.861343 -0.4267 -0.1867 -0.0886 0.174
H -1.021664 -1.335067 -0.709021 0.1229 0.1462 0.0132 0.172
H -3.259761 -2.652707 -0.072719 -0.0994 -0.3562 -0.0212 0.130
H -2.635858 -2.176432 1.470209 0.3925 0.0915 0.2976 0.129
H -4.132062 -0.483390 0.505188 -0.2901 -0.0748 -0.0073 0.141
H -3.280299 -0.518854 -1.005805 -0.0497 0.1576 -0.3001 0.127
H -1.267377 0.484355 0.249557 0.3059 0.0786 -0.0158 0.105
H -2.273036 0.603337 1.641913 -0.0094 0.2175 0.2721 0.131
H -0.779812 4.249414 0.016515 -0.3552 0.3029 -0.2433 0.125
H -0.500272 2.585190 -0.358021 -0.2330 -0.2532 -0.2517 0.115
H 0.119391 4.089647 2.122090 -0.1687 0.2262 0.3303 0.064
H -0.493098 2.460565 2.384868 -0.1880 -0.0943 0.1846 0.076
H 0.935377 2.732797 1.417671 0.2424 -0.0864 -0.1399 0.072
H -0.064057 -3.307937 1.251982 -0.4263 -0.4548 -0.3637 0.158
H 0.374311 -0.683774 1.935421 0.0428 0.1977 0.1549 0.119
H -1.071886 -2.930076 3.175854 -0.1860 -0.2300 -0.3197 0.122
H -1.175404 -1.331524 3.818244 -0.2174 0.1980 0.0926 0.122
H 1.331615 -1.335879 4.093710 0.1044 0.2888 0.0553 0.107
H 1.316319 -2.994191 3.568569 0.2703 -0.0755 -0.2608 0.096
H -0.656894 -2.952983 5.578929 -0.2662 -0.0222 0.2199 0.071
H 0.717151 -2.018463 6.211523 -0.1758 0.1555 0.3799 0.073
H 0.950127 -3.654003 5.666417 0.0723 -0.3416 0.1999 0.072
C -1.911319 -6.394081 -5.919698 -0.0222 -0.0035 -0.0099 -0.057
C -2.693661 -6.792078 -6.998520 0.0305 0.0261 0.0314 -0.046
C -3.136985 -5.856896 -7.917581 -0.0033 -0.1346 0.0194 0.008
C -2.808910 -4.517225 -7.757754 0.0529 0.0758 0.0824 -0.077
C -2.041049 -4.112919 -6.664036 -0.0419 0.0589 -0.0634 -0.086
C -1.587235 -5.059107 -5.753270 -0.0217 -0.1336 0.0410 -0.014
C -1.712578 -2.676350 -6.450602 0.0887 0.0536 0.0890 -0.276
O -1.041324 -2.324915 -5.496255 -0.0211 -0.0219 0.1787 0.070
C -2.232748 -1.682302 -7.425320 -0.0332 -0.0842 -0.0407 -0.087
C -1.980335 -0.331472 -7.219667 0.0000 0.1200 -0.0224 -0.006
C -2.447818 0.605128 -8.124754 -0.0254 -0.0172 -0.0411 -0.052
C -3.163906 0.196633 -9.244723 0.0320 0.0066 0.0509 -0.045
C -3.422688 -1.147329 -9.453394 -0.0322 0.1199 -0.0586 0.006
C -2.965956 -2.089945 -8.542955 0.0619 -0.0316 0.1115 -0.080
C -3.280166 -3.528342 -8.769393 -0.0958 -0.0387 -0.1675 -0.275
O -3.902518 -3.886619 -9.743890 -0.0114 -0.0046 0.0090 0.122
H -1.557044 -7.128729 -5.208828 0.0039 -0.0168 -0.0011 0.108
H -2.954036 -7.834262 -7.122780 0.0064 -0.0163 -0.0045 0.112
H -3.739433 -6.161197 -8.761638 -0.0032 0.0898 -0.0553 0.125
H -0.979628 -4.744532 -4.916481 0.0213 0.0949 -0.0247 0.101
H -1.419357 -0.018044 -6.350963 0.0360 -0.0825 0.0303 0.116
H -2.253519 1.656374 -7.961040 0.0052 0.0139 -0.0051 0.110
H -3.522716 0.929737 -9.954119 -0.0046 0.0116 -0.0085 0.112
H -3.981770 -1.469665 -10.320231 -0.0087 -0.1008 0.0184 0.124
C -5.215598 7.327472 1.871731 0.0421 -0.0376 0.0014 -0.050
C -4.365177 6.276859 1.542044 -0.0368 0.0324 0.0050 -0.051
C -3.294832 5.967330 2.362350 -0.0371 -0.0319 -0.0886 -0.002
C -3.062749 6.712496 3.512248 -0.0313 0.0892 0.0640 -0.080
C -3.906600 7.777473 3.833213 0.0997 -0.0646 0.0179 -0.080
C -4.987191 8.075901 3.013678 -0.0887 -0.0046 -0.1120 0.003
C -3.656162 8.614404 5.040986 -0.1201 0.1395 0.0500 -0.276
O -4.391907 9.534285 5.324381 0.0059 -0.0018 -0.0033 0.115
C -2.472192 8.290267 5.886265 0.0416 -0.0948 -0.0792 -0.080
C -2.189403 9.086375 6.987831 0.0518 0.0518 0.1163 0.003
C -1.100793 8.793380 7.790980 0.0305 -0.0559 -0.0184 -0.050
C -0.293137 7.698600 7.501704 -0.0338 0.0384 0.0063 -0.055
C -0.567545 6.903842 6.402432 0.0886 0.0180 0.0989 -0.005
C -1.652135 7.199512 5.586562 -0.0867 0.0476 -0.0409 -0.085
C -1.916102 6.353513 4.391623 0.0434 -0.1190 -0.0834 -0.272
O -1.215422 5.394936 4.130674 0.0951 -0.0476 0.0097 0.087
H -6.056355 7.563404 1.233473 -0.0087 0.0047 -0.0106 0.109
H -4.540170 5.698109 0.644688 -0.0020 -0.0195 -0.0071 0.108
H -2.636991 5.146468 2.113708 0.0177 -0.0070 0.0838 0.099
H -5.642740 8.895193 3.272640 0.0514 0.0416 0.0800 0.123
H -2.821864 9.933957 7.210491 -0.0777 -0.0148 -0.0711 0.123
H -0.879728 9.417562 8.646083 0.0016 0.0050 0.0145 0.110
H 0.553387 7.468802 8.134566 0.0108 0.0023 0.0098 0.108
H 0.059158 6.054425 6.171009 -0.0369 -0.0299 -0.0870 0.117
```
Forces are in eV/Å.

Results
Energy relative to the best compared isomer or geometry (same formula, charge and spin) in eV: 0.474
Frontier orbital gap in hartree: 0.3041
F_max in eV Å⁻¹: 4.699
LUMO level in eV: -2.86
Charge: +1